No. 1
C30H52IrNO6SSb2SeSi as an isolated structure, computed with the ωB97M-V functional and the def2-TZVPD basis.

The geometry in XYZ format:
```
95
Properties=species:S:1:pos:R:3:mulliken_charge:R:1
Ir 0.2940 0.1765 0.4684 2.01
C 1.0093 1.5430 4.0119 -1.38
Sb 1.8297 1.3561 2.0665 0.64
C 3.6504 0.3131 2.3620 -1.32
C 2.5712 3.3328 1.6313 -1.18
C 1.9423 4.3775 2.4950 0.95
C 2.6148 4.8322 3.6255 -0.71
C 2.0438 5.7612 4.4814 -0.67
C 0.7736 6.2462 4.2095 -0.71
C 0.0972 5.8069 3.0815 -0.70
C 0.6602 4.8783 2.2068 0.68
C -0.0774 4.4837 0.9728 -0.70
Sb 0.5781 5.5863 -0.7852 0.77
C -0.4706 7.3751 -0.1917 -1.27
C -1.0416 4.8155 -1.9675 -0.95
H 1.7558 1.9590 4.6860 0.49
H 0.6988 0.5589 4.3584 0.41
H 0.1487 2.2105 3.9770 0.38
H 4.2975 0.8709 3.0368 0.46
H 4.1267 0.2010 1.3889 0.38
H 3.4384 -0.6735 2.7689 0.37
H 2.4112 3.4893 0.5637 0.20
H 3.6460 3.2857 1.8083 0.73
H 3.6077 4.4479 3.8360 0.40
H 2.5856 6.1025 5.3538 0.39
H 0.3113 6.9662 4.8723 0.42
H -0.8943 6.1891 2.8666 0.44
H -1.1443 4.6763 1.0779 0.69
H 0.0512 3.4339 0.7122 -0.50
H -1.5056 7.1361 0.0532 0.34
H -0.4528 8.1077 -0.9979 0.36
H 0.0169 7.8087 0.6818 0.35
H -1.9846 4.9472 -1.4367 0.36
H -0.8497 3.7548 -2.1163 -0.02
H -1.0954 5.3146 -2.9340 0.41
C -3.5172 -1.5244 0.1956 -1.32
C -2.5705 -1.2337 -0.9640 1.35
C -2.7937 0.1761 -1.4768 -1.64
C -2.7717 -2.2407 -2.0859 -1.40
O -1.1685 -1.3148 -0.5101 0.21
Si -0.3260 -2.7115 -0.0288 -0.21
S 1.5263 -1.7873 0.4027 -0.71
O -0.2161 -3.8718 -1.1528 -0.01
C 0.6700 -4.1624 -2.2533 2.02
C 1.8840 -4.8921 -1.6933 -1.72
C 1.0999 -2.8902 -2.9726 -1.44
C -0.1273 -5.0625 -3.1848 -1.88
O -1.1883 -3.3140 1.1965 0.18
C -1.0304 -4.5080 1.9802 1.65
C -1.7439 -5.6463 1.2604 -1.46
C 0.4469 -4.8279 2.1724 -1.44
C -1.6914 -4.2082 3.3187 -1.67
H -4.5447 -1.4335 -0.1605 0.48
H -3.3787 -0.8136 1.0086 0.21
H -3.3670 -2.5278 0.5876 0.09
H -3.8291 0.2730 -1.8089 0.47
H -2.1460 0.3746 -2.3251 -0.07
H -2.6119 0.9138 -0.6983 0.34
H -3.7918 -2.1554 -2.4621 0.54
H -2.6184 -3.2608 -1.7316 0.21
H -2.0800 -2.0399 -2.9053 0.14
H 2.4150 -4.2446 -0.9932 0.26
H 2.5705 -5.1662 -2.4958 0.49
H 1.5751 -5.8012 -1.1736 0.37
H 1.6861 -2.2562 -2.3102 0.23
H 0.2374 -2.3190 -3.3230 0.06
H 1.7120 -3.1469 -3.8382 0.75
H -0.4786 -5.9459 -2.6495 0.37
H 0.4956 -5.3815 -4.0219 0.41
H -0.9924 -4.5264 -3.5776 0.35
H -1.2967 -5.8100 0.2792 0.11
H -2.7985 -5.3994 1.1264 0.31
H -1.6740 -6.5671 1.8423 0.50
H 0.9250 -5.0452 1.2135 0.13
H 0.5575 -5.7031 2.8142 0.56
H 0.9613 -3.9839 2.6333 0.25
H -2.7391 -3.9465 3.1658 0.31
H -1.1947 -3.3627 3.7963 0.29
H -1.6379 -5.0755 3.9783 0.43
Se 1.6570 1.2484 -1.2704 -0.27
C 1.2413 0.6702 -3.0578 0.15
C 2.2782 0.1470 -3.8272 -0.57
C 2.0611 -0.2133 -5.1486 -0.64
C 0.8016 -0.0713 -5.7148 -0.49
C -0.2304 0.4649 -4.9580 -0.60
C -0.0047 0.8494 -3.6434 0.03
H 3.2545 0.0153 -3.3774 0.40
H 2.8771 -0.6183 -5.7347 0.42
H 0.6293 -0.3633 -6.7429 0.39
H -1.2108 0.6043 -5.3972 0.42
H -0.7921 1.3203 -3.0760 0.20
O -2.5391 0.7736 3.0212 -0.68
N -1.6952 0.6755 2.1600 0.78
O -0.9277 -0.3586 2.0926 -0.75
O -1.4825 1.5554 1.2747 -0.44
```

Values from the calculation:
Total charge: 0
E_LUMO, eV: -0.163
Frontier orbital gap, eV: 7.32
HOMO level, eV: -7.483
Multiplicity: 1

No. 2
One molecule with the formula C6H6Cl2, computed with the ωB97M-V functional and the def2-TZVPD basis.

The geometry in XYZ format:
```
14
Properties=species:S:1:pos:R:3:mulliken_charge:R:1
C -2.4284 1.3623 -0.2127 -0.09
C -1.3139 0.9530 -0.4341 -0.96
C -0.1556 0.0776 -0.5389 1.08
C -0.3102 -1.2984 0.2528 -1.46
C 1.1390 0.8161 -0.8005 -1.01
C 0.4741 0.0679 -1.8948 0.58
Cl 1.4370 -1.3981 -2.2898 -0.21
Cl -0.2973 0.6907 -3.2064 -0.18
H -3.1720 2.0904 -0.2771 0.42
H 0.4465 -1.9087 -0.0061 0.49
H -1.2720 -1.8036 0.0802 0.36
H -0.1767 -0.9630 1.2924 0.31
H 1.1035 1.8702 -0.8463 0.33
H 2.0876 0.3517 -0.6785 0.35
```

Values from the calculation:
Total charge: 0
E_LUMO, eV: 0.771
Frontier orbital gap, eV: 10.49
HOMO level, eV: -9.718
Structure (SMILES): C#C[C@]1(C)CC1(Cl)Cl
Multiplicity: 1

No. 3
A 2-piece molecular cluster, C4H14N2 overall, computed with the ωB97M-V functional and the def2-TZVPD basis.

The geometry in XYZ format:
```
20
Properties=species:S:1:pos:R:3:mulliken_charge:R:1
C 0.1637 -1.4767 -2.9687 -0.84
N -0.2908 -0.2869 -2.1926 -0.26
C -1.5846 -0.5605 -1.4931 -0.87
H 0.7948 -2.1249 -2.3272 0.23
H -0.6638 -2.0674 -3.3083 0.29
H 0.7701 -1.1911 -3.8241 0.35
H -0.3290 0.4926 -2.7668 0.22
H -2.4171 -0.7350 -2.1089 0.41
H -1.6925 0.4394 -0.8235 0.24
H -1.5505 -1.5606 -0.8524 0.25
C 0.0206 1.5350 2.9875 -0.85
N 1.0201 0.5776 2.6145 -0.38
C 0.8060 0.2272 1.1673 -0.71
H 0.2449 2.5862 2.6735 0.27
H -0.9292 1.0760 2.7874 0.34
H 0.0907 1.6030 4.0426 0.33
H 1.9606 0.8879 2.7673 0.20
H -0.2329 -0.2817 1.3042 0.24
H 1.4038 -0.6414 0.8993 0.31
H 1.0110 1.1315 0.4258 0.24
```

Values from the calculation:
Total charge: 0
E_LUMO, eV: 1.059
Frontier orbital gap, eV: 9.62
HOMO level, eV: -8.557
Structure (SMILES): CNC.CNC
Multiplicity: 1

No. 4
One molecule with the formula C4H7N3, computed with the ωB97M-V functional and the def2-TZVPD basis.

The geometry in XYZ format:
```
14
Properties=species:S:1:pos:R:3:mulliken_charge:R:1
H 2.8167 -1.6006 -0.0047 0.22
N 2.5112 -0.6460 0.1172 -0.72
C 1.2748 -0.3911 -0.0955 0.50
C -0.0101 -1.0481 -0.2905 -0.72
C -0.9748 -0.1110 -0.0301 0.38
N -2.3457 -0.2579 -0.0848 -0.49
N -0.4620 1.1296 0.3387 -0.37
C 0.9780 1.0771 0.0497 -0.40
H -0.2039 -2.1085 -0.3955 0.31
H -2.6687 -1.2154 -0.1233 0.24
H -2.8794 0.2966 0.5721 0.25
H -0.9855 1.9360 0.0155 0.28
H 1.7379 1.3166 0.8023 0.28
H 1.2114 1.6227 -0.8712 0.23
```

Values from the calculation:
Total charge: 0
E_LUMO, eV: 0.805
Frontier orbital gap, eV: 8.70
HOMO level, eV: -7.897
Structure (SMILES): [H]/N=C1\C=C(N)NC1
Multiplicity: 1